Version w
10
Properties=species:S:1:pos:R:3:lowdin_charge:R:1 method="wB97M-V/def2-TZVPD" charge=0
O 1.654 -1.517 0.257 0.021
F -0.791 -0.861 0.123 0.082
F -1.209 2.531 -0.533 0.065
O 2.311 -0.295 -0.136 -0.261
C -0.716 1.306 -0.527 -0.058
C -1.452 0.289 -0.110 -0.327
H 1.812 -1.560 1.251 0.197
F -2.730 0.189 0.095 0.185
H 0.810 -1.314 0.080 0.006
H 0.310 1.231 -0.501 0.090

---

Version x
10
Properties=species:S:1:pos:R:3:lowdin_charge:R:1 method="wB97M-V/def2-TZVPD" charge=0 smiles="O=C(O)C(F)F.F"
H -2.068 -0.808 0.308 0.183
F -1.445 0.523 -1.010 0.024
H 1.169 1.307 -1.616 0.047
F -1.204 0.783 1.262 0.084
C -1.201 -0.082 0.223 -0.252
H 1.642 -1.197 1.385 0.137
F 1.270 1.623 -0.789 -0.019
O 0.837 -0.635 -1.028 0.097
O 0.727 -0.958 1.227 0.141
C 0.273 -0.556 0.038 -0.444

---

Q: What are the energies relative to the best structure? A: version w 6.131; version x 0.000, in eV.

---

Version w
24
Properties=species:S:1:pos:R:3:lowdin_charge:R:1 method="wB97M-V/def2-TZVPD" charge=0 smiles="O=C1CCCO1.O=C1CCCO1"
C 35.507 0.662 37.093 -0.467
C 30.236 2.381 36.452 -0.077
H 36.320 2.106 38.444 0.122
C 36.721 1.416 37.706 -0.058
O 30.580 1.710 38.708 0.045
H 29.640 1.698 35.841 0.127
H 31.845 0.302 37.754 0.123
H 36.713 1.733 34.400 0.127
O 28.482 2.209 38.175 0.123
H 32.671 1.622 38.513 0.106
O 35.667 0.566 35.783 0.048
C 31.747 1.363 38.005 -0.191
C 29.629 2.145 37.866 -0.481
O 34.508 0.342 37.671 0.112
H 30.008 3.369 36.057 0.119
H 32.218 1.548 35.932 0.114
H 37.592 0.385 35.019 0.124
H 37.418 0.785 38.260 0.121
C 31.698 2.144 36.680 -0.164
H 32.199 3.097 36.863 0.117
H 37.409 2.999 36.391 0.116
C 37.470 1.913 36.473 -0.156
H 38.505 1.584 36.548 0.109
C 36.865 1.151 35.306 -0.158

---

Version x
24
Properties=species:S:1:pos:R:3:lowdin_charge:R:1 method="wB97M-V/def2-TZVPD" charge=0
H 0.125 0.812 1.728 0.105
H -0.474 0.086 -2.179 0.121
H 2.341 2.593 0.488 0.078
C -0.358 0.973 0.812 -0.148
C -2.321 0.629 -0.464 -0.048
H 0.418 -1.477 2.319 0.108
H -2.907 -1.511 -0.939 0.192
H 1.004 -2.859 1.274 0.139
C 1.936 1.668 0.156 -0.011
H -1.952 1.238 -1.236 0.090
C 0.467 1.694 -0.140 -0.438
O -1.371 -1.361 0.349 0.018
H 2.516 1.568 -0.782 0.105
C 0.878 -1.683 1.323 0.017
H 2.167 0.883 0.780 0.027
H 1.854 -1.169 1.300 0.087
H -0.701 -1.528 -2.574 0.115
O 0.126 2.156 -1.234 0.014
H -3.410 0.645 -0.191 0.143
C -0.783 -0.866 -1.771 -0.061
C -1.952 -0.861 -0.771 -0.236
O 0.375 -1.172 -1.006 0.024
O -1.717 0.980 0.850 -0.065
C -0.019 -1.189 0.272 -0.378

---

Q: What are the energies relative to the best structure? A: version w 0.000; version x 3.819, in eV.

---

Version w
28
Properties=species:S:1:pos:R:3:lowdin_charge:R:1 method="wB97M-V/def2-TZVPD" charge=+1
H 2.994 -0.080 -2.041 0.104
H 2.520 2.479 0.204 0.048
C 1.874 0.363 -0.032 -0.607
H -3.803 1.510 -0.945 0.105
H 2.424 -0.731 1.894 0.105
H -1.813 -1.421 0.764 0.052
H -3.960 0.752 1.375 0.073
C 0.016 -1.450 -0.194 -0.295
H -4.104 -0.992 0.693 0.144
H 2.154 1.781 1.701 0.116
H 2.102 1.550 -1.776 0.096
H 3.717 0.138 0.845 0.104
C -4.178 0.186 0.559 -0.108
H -1.865 -2.250 -0.795 0.142
C 1.852 1.783 0.586 -0.057
H 0.820 2.230 0.474 0.101
H -5.229 0.339 0.222 0.119
H 0.490 -2.279 0.346 0.141
H 0.510 -1.508 -1.178 0.114
C -1.410 -1.427 -0.162 -0.326
C 2.817 -0.540 0.844 -0.035
H 1.147 -0.057 -2.098 0.060
C 2.053 0.416 -1.622 -0.002
N 0.524 -0.099 0.224 -0.120
H 0.574 -0.049 1.243 0.113
C -3.317 0.647 -0.479 -0.456
H 2.937 -1.492 0.305 0.079
S -1.846 0.202 -0.958 1.193

---

Version x
28
Properties=species:S:1:pos:R:3:lowdin_charge:R:1 method="wB97M-V/def2-TZVPD" charge=+1
S 0.503 -1.795 0.001 0.928
N 0.978 0.615 0.922 -0.156
H -0.718 0.228 1.612 0.074
H -3.828 -1.629 1.437 0.030
H -0.961 -0.288 -1.550 0.119
H -2.983 0.068 1.543 0.037
C 2.297 1.126 1.061 -0.032
C -1.198 1.782 -0.869 -0.032
H 2.463 2.224 0.941 0.129
H -1.948 1.905 -1.678 0.107
H 1.111 -2.915 -1.920 0.045
C 0.112 0.850 1.810 0.170
H -0.573 2.674 -0.774 0.094
H 1.339 0.167 -2.565 0.120
H -3.813 -0.331 0.112 0.039
C -3.305 -0.834 0.942 -0.029
C 1.069 0.670 -1.629 -0.014
H 3.049 0.731 0.407 0.102
H -1.674 1.385 0.108 0.081
H -2.520 -1.385 0.585 -0.050
C -0.420 0.573 -1.247 -0.304
H 2.680 -2.946 -0.950 0.036
H 1.156 -3.878 -0.502 0.072
H 2.778 1.136 2.100 0.139
H 1.718 1.636 -1.491 0.157
C 1.611 -2.887 -0.910 -0.389
H 0.453 1.086 2.863 0.171
C 0.623 0.034 -0.360 -0.646

---

Q: What are the energies relative to the best structure? A: version w 0.000; version x 1.147, in eV.